No. 1
This record from OMol25 describes a 2-piece molecular cluster, C4H9NO overall. The level of theory is wB97M-V/def2-TZVPD.

Structure (SMILES) ... C[NH2+][O-].C#CC
Energy relative to the best compared isomer or geometry (same formula, charge and spin) ... 140.5 kcal per mole
Gap between HOMO and LUMO ... 9.39 eV
HOMO ... -0.31463 Eh

Structure (ORCA input):
```
! RIJCOSX wB97M-V def2-TZVPD def2/J DEFGRID3
* xyz 0 1
H -2.92799 0.16848 -1.03763
N -1.49170 -0.01762 0.42031
H -1.37283 0.03996 -1.66772
H 2.89871 -1.69607 0.78739
H 1.23287 -1.31545 1.05706
C 2.19475 -0.89395 1.02078
C 1.74507 0.94619 -0.92310
O -1.28573 -1.32638 0.36995
H 1.83791 1.53636 -1.86386
H 2.24750 -0.44089 1.96313
H -2.36861 0.11508 1.01715
H -2.03493 1.64721 -0.99868
C 1.93583 0.10386 -0.01572
H -0.69033 0.56729 0.79996
C -1.92053 0.56590 -0.92902
*
```



No. 2
This record from OMol25 describes the molecule C4H9NO. The level of theory is wB97M-V/def2-TZVPD.

Structure (SMILES) ... CC(C)NC=O
Energy relative to the best compared isomer or geometry (same formula, charge and spin) ... 34.1 kcal per mole
Gap between HOMO and LUMO ... 10.39 eV
HOMO ... -0.35111 Eh

Structure (ORCA input):
```
! RIJCOSX wB97M-V def2-TZVPD def2/J DEFGRID3
* xyz 0 1
H -1.04453 -0.02892 -1.03205
H -0.02512 1.77566 1.21361
C -0.74967 1.51561 0.43406
H -1.71784 1.32747 0.91641
H 0.74371 -2.75248 0.68110
H 0.93923 1.21546 -1.87574
C -0.26219 0.28087 -0.31356
H -0.60177 -0.66397 1.48452
H 1.39226 -0.45715 -1.46722
C 1.04575 0.50060 -1.05749
C -0.10134 -2.10224 0.37919
H -0.86323 2.37266 -0.23339
O -1.20211 -2.51490 0.13237
H 1.80318 0.86014 -0.35222
N 0.04795 -0.73077 0.70479
*
```



No. 3
This record from OMol25 describes the molecule C4H9NO. The level of theory is wB97M-V/def2-TZVPD.

Energy relative to the best compared isomer or geometry (same formula, charge and spin) ... 96.2 kcal per mole
Gap between HOMO and LUMO ... 7.42 eV
HOMO ... -0.24842 Eh

Structure (ORCA input):
```
! RIJCOSX wB97M-V def2-TZVPD def2/J DEFGRID3
* xyz 0 1
H -0.85770 2.04859 -0.88096
H 2.63789 -0.56764 -0.52872
C -0.24505 -0.04327 -0.44004
H -2.33926 -0.20664 -0.99014
N 0.80163 -0.48126 0.50280
O -0.44792 1.76808 1.08157
C 2.07046 0.22532 -0.02153
H -1.61750 -1.74727 -0.52578
H 0.54673 -0.05099 1.40160
H -2.04915 -0.53787 0.71713
C -0.46360 1.40854 -0.07582
C -1.63829 -0.68283 -0.28951
H 0.81060 -1.50138 0.62711
H 0.16589 -0.17242 -1.44449
H 2.62528 0.54103 0.86679
*
```



No. 4
This record from OMol25 describes a 2-piece molecular cluster, C4H9NO overall. The level of theory is wB97M-V/def2-TZVPD.

<S²> ... 0.76
Energy relative to the best compared isomer or geometry (same formula, charge and spin) ... 52.8 kcal per mole
Gap between HOMO and LUMO (alpha / beta) ... 9.58 / 4.11 eV
HOMO (alpha / beta) ... -0.49127 / -0.45110 Eh

Structure (ORCA input):
```
! RIJCOSX wB97M-V def2-TZVPD def2/J DEFGRID3
* xyz 1 2
C 0.31060 1.39607 -0.19737
H -1.73987 -0.78681 -1.07244
H 0.42592 -0.80348 -0.12084
H 0.35134 -2.92307 -1.91996
H 0.90276 1.58099 -1.08115
H -2.06791 -2.41890 -1.92226
N 0.35125 1.61411 2.17837
C -0.12025 -2.18513 -1.29194
H -0.62677 1.86928 2.14703
H 0.71210 1.77032 3.10744
C -1.38618 -1.75143 -1.40686
H 2.04546 1.43061 0.98811
H -0.77069 1.36638 -0.19462
C 0.97346 1.58134 1.01387
O 0.63878 -1.74028 -0.22738
*
```



No. 5
This record from OMol25 describes the molecule C4H9NO2. The level of theory is wB97M-V/def2-TZVPD.

Structure (SMILES) ... CCNC(=O)OC
Energy relative to the best compared isomer or geometry (same formula, charge and spin) ... 46.6 kcal per mole
Gap between HOMO and LUMO ... 10.85 eV
HOMO ... -0.36341 Eh

Structure (ORCA input):
```
! RIJCOSX wB97M-V def2-TZVPD def2/J DEFGRID3
* xyz 0 1
C 0.74810 -0.57458 -0.11830
C 2.73049 -0.17340 -0.96307
H 3.17214 -1.06958 -0.52445
H 2.74051 0.63377 -0.21865
O 0.96841 -1.47960 0.64639
O 1.37157 -0.42651 -1.31400
H -3.41872 0.15653 1.02636
H -0.22559 1.09666 -0.62892
H -1.27560 -1.00894 -0.47370
H -2.19900 1.21397 1.72959
H -1.16779 -0.92607 1.24369
C -2.49759 0.69964 0.80053
H 3.24060 0.14038 -1.86678
H -2.71915 1.49136 0.07340
N -0.11317 0.47767 0.17230
C -1.35521 -0.25131 0.41561
*
```



No. 6
This record from OMol25 describes the molecule C4H9NO2. The level of theory is wB97M-V/def2-TZVPD.

Structure (SMILES) ... O=CNCCCO
Energy relative to the best compared isomer or geometry (same formula, charge and spin) ... 31.5 kcal per mole
Gap between HOMO and LUMO ... 10.59 eV
HOMO ... -0.36111 Eh

Structure (ORCA input):
```
! RIJCOSX wB97M-V def2-TZVPD def2/J DEFGRID3
* xyz 0 1
H 1.77241 -0.12126 -1.85036
H 1.14198 -0.60415 1.30590
H 1.44058 1.54571 -2.13385
H -0.02477 1.68717 -0.14512
H 1.62315 1.49683 0.25390
H -1.15333 0.71063 1.75657
O -2.67710 -1.23607 2.27408
C 1.02858 0.65443 -1.64868
H 0.28847 -1.15369 0.00195
N -0.95050 -0.14828 1.26645
C 0.35003 -0.26914 0.62034
C -1.65492 -1.25078 1.62952
H -1.24890 -2.19472 1.22419
C 0.77839 0.95056 -0.18071
H -0.53253 -0.45472 -2.03810
O -0.18154 0.38748 -2.33608
*
```



No. 7
This record from OMol25 describes the molecule C4H9NO2. The level of theory is wB97M-V/def2-TZVPD.

Structure (SMILES) ... C[C@@H](CO)NC=O
Energy relative to the best compared isomer or geometry (same formula, charge and spin) ... 19.4 kcal per mole
Gap between HOMO and LUMO ... 10.78 eV
HOMO ... -0.36440 Eh

Structure (ORCA input):
```
! RIJCOSX wB97M-V def2-TZVPD def2/J DEFGRID3
* xyz 0 1
H -1.86263 -1.04437 0.74431
H 0.01223 0.38500 1.28045
H -1.46598 -1.03977 -0.98178
H 3.01584 -0.19185 -0.54509
C 2.12951 -0.20453 0.11524
H 0.45531 -1.98525 0.82520
O -0.20365 -2.15853 0.13455
H -0.50195 2.41859 -0.12795
N 1.01354 0.27455 -0.48340
C -1.02549 -1.02062 0.02554
C -0.25885 0.29394 0.22262
H -1.43591 1.39266 -1.23646
H 1.01162 0.36079 -1.49191
O 2.17618 -0.58423 1.27634
H -1.96996 1.60453 0.44250
C -1.08981 1.49908 -0.20016
*
```



No. 8
This record from OMol25 describes the molecule C4H9NO2. The level of theory is wB97M-V/def2-TZVPD.

Structure (SMILES) ... C[C@@H](CO)NC=O
Energy relative to the best compared isomer or geometry (same formula, charge and spin) ... 22.6 kcal per mole
Gap between HOMO and LUMO ... 10.73 eV
HOMO ... -0.36658 Eh

Structure (ORCA input):
```
! RIJCOSX wB97M-V def2-TZVPD def2/J DEFGRID3
* xyz 0 1
H 0.51427 -2.18700 1.10057
O -0.20719 -1.67176 1.48645
H -1.45266 0.89037 -1.44051
H -0.23033 0.87307 1.37689
H -1.87824 -0.92523 0.56106
N 1.10390 0.54914 -0.17009
C -1.23104 1.35487 -0.47285
H -0.57874 -1.44324 -0.53091
H -2.17325 1.48272 0.07299
O 1.57835 -1.62591 -0.82530
H 2.95091 -0.13581 -0.68747
C -0.78769 -0.95092 0.42287
H 1.59225 1.41906 0.00102
C 1.90027 -0.47271 -0.58297
H -0.82725 2.35443 -0.66003
C -0.27357 0.48891 0.34831
*
```



No. 9
This record from OMol25 describes C4H9NO2 as an isolated structure. The level of theory is wB97M-V/def2-TZVPD.

Energy relative to the best compared isomer or geometry (same formula, charge and spin) ... 65.6 kcal per mole
Gap between HOMO and LUMO ... 9.73 eV
HOMO ... -0.32884 Eh

Structure (ORCA input):
```
! RIJCOSX wB97M-V def2-TZVPD def2/J DEFGRID3
* xyz 0 1
H 0.99754 1.29934 0.90165
N 0.03292 -0.35467 1.70223
H -1.31308 0.20196 -0.52081
H 1.12244 1.71833 -1.66443
O 0.24669 -0.88381 -1.34384
C 0.04391 1.52740 -1.59306
H 0.10009 0.06515 2.62063
H -0.43885 2.44390 -1.22823
H 1.21559 -0.54625 -0.34764
H -0.33586 1.31159 -2.59344
H -0.82389 -1.96254 2.64488
C -0.24374 0.34104 -0.69007
O -0.65788 -2.27553 0.66379
C -0.50102 -1.58313 1.66488
C 0.65771 0.30107 0.53246
H -0.10256 -1.60386 -0.74898
*
```



No. 10
This record from OMol25 describes a 2-piece molecular cluster, C4H9NO2 overall. The level of theory is wB97M-V/def2-TZVPD.

Structure (SMILES) ... CCC=O.NC=O
Energy relative to the best compared isomer or geometry (same formula, charge and spin) ... 42.4 kcal per mole
Gap between HOMO and LUMO ... 10.82 eV
HOMO ... -0.36724 Eh

Structure (ORCA input):
```
! RIJCOSX wB97M-V def2-TZVPD def2/J DEFGRID3
* xyz 0 1
N 2.25027 0.60593 1.03357
H -2.67660 -0.34042 0.87288
C -0.78732 -0.56645 -0.16521
H 1.57593 1.34069 0.90048
H 1.84940 0.38662 -0.91367
H -0.31544 -0.73707 0.80853
C -2.33027 -0.62570 -0.12156
C 2.34761 -0.24736 -0.00682
H -2.80715 0.08592 -0.81647
O 2.89855 -1.32773 0.07113
H -1.04739 1.03836 -1.60437
H -2.68253 -1.61314 -0.40421
C -0.62424 0.85544 -0.59478
O -0.29140 1.77580 0.11878
H 3.00872 0.66508 1.69279
H -0.36813 -1.29597 -0.87108
*
```



No. 11
This record from OMol25 describes the molecule C4H9NO2. The level of theory is wB97M-V/def2-TZVPD.

Structure (SMILES) ... NC(=O)CCCO
Energy relative to the best compared isomer or geometry (same formula, charge and spin) ... 17.1 kcal per mole
Gap between HOMO and LUMO ... 10.10 eV
HOMO ... -0.34911 Eh

Structure (ORCA input):
```
! RIJCOSX wB97M-V def2-TZVPD def2/J DEFGRID3
* xyz 0 1
H -1.82642 0.88211 -1.65435
H 0.93735 -0.81688 -1.15090
H 1.71672 0.78087 2.25119
C 1.24215 -0.73945 1.00457
O 1.84321 -1.60099 1.62783
H -1.79055 1.44742 -0.01074
O -0.05108 1.62319 -0.94241
H 0.27554 1.43472 -1.82212
C -1.23234 0.86854 -0.73766
H -1.61741 -1.22829 -0.84822
H -1.40305 -0.65028 0.77711
H 0.41188 -2.18574 -0.23303
H 0.89997 1.28577 0.78602
C 0.42205 -1.09397 -0.23444
N 1.18498 0.55374 1.42387
C -1.01300 -0.56077 -0.23672
*
```



No. 12
This record from OMol25 describes a 2-piece molecular cluster, C4H9NO2 overall. The level of theory is wB97M-V/def2-TZVPD.

Structure (SMILES) ... [H]/N=C(\C)C=O.CO
Energy relative to the best compared isomer or geometry (same formula, charge and spin) ... 75.2 kcal per mole
Gap between HOMO and LUMO ... 10.20 eV
HOMO ... -0.35206 Eh

Structure (ORCA input):
```
! RIJCOSX wB97M-V def2-TZVPD def2/J DEFGRID3
* xyz 0 1
O 0.82752 1.35599 -1.77896
H 0.73945 0.75392 2.71674
N 0.84591 -1.55028 -0.13035
H 1.75407 0.65403 1.25778
H -1.84771 -0.94411 0.57400
C -0.06038 -0.75483 -0.55188
H -0.02960 1.47801 0.02303
O -0.22794 1.17011 0.96686
H 0.37287 -0.27909 -2.83511
C -1.53612 -0.98715 -0.47268
H 0.45816 -2.39819 0.29039
H -1.77337 -1.98597 -0.84719
H 1.26634 2.25153 1.91012
C 0.34357 0.24522 -1.85283
H -2.09149 -0.22576 -1.02249
C 0.95871 1.21658 1.75256
*
```